{
  "formula": "CH3NSSi",
  "method": "ωB97M-V/def2-TZVPD",
  "species": ["N", "C", "Si", "S", "H", "H", "H"],
  "coordinates": [[0.622291, 0.341902, 2.694480], [0.414816, 0.315693, 1.583790], [0.048228, 0.296894, -0.266054], [-1.464553, -0.832901, -1.212623], [1.269509, 0.033388, -1.007127], [-0.290993, 1.610329, -0.514270], [-0.599297, -1.765305, -1.278196]],
  "forces_ev_per_a": [[0.5231, 0.1163, 2.5931], [-0.8175, -0.6243, -3.1385], [0.5013, -0.5909, 0.2858], [-1.2141, 1.2405, 0.6577], [0.4442, -0.3159, 0.1624], [-0.5928, 2.0705, -0.2291], [1.1558, -1.8962, -0.3315]],
  "lumo_energy_ev": 0.24,
  "charge": 0,
  "smiles": "N#C[SiH2]S",
  "spin_multiplicity": 1
}

{
  "formula": "C42H68N4O19PS3",
  "method": "ωB97M-V/def2-TZVPD",
  "species": ["C", "C", "O", "C", "S", "C", "C", "O", "O", "C", "C", "C", "O", "C", "O", "C", "S", "O", "C", "N", "C", "C", "C", "C", "S", "C", "N", "N", "C", "O", "C", "C", "C", "O", "N", "C", "C", "P", "O", "H", "H", "H", "H", "H", "H", "H", "H", "H", "H", "H", "H", "H", "H", "H", "H", "H", "H", "H", "H", "H", "H", "H", "H", "H", "H", "H", "H", "H", "H", "H", "H", "H", "H", "H", "H", "H", "H", "O", "C", "O", "C", "C", "C", "H", "H", "H", "H", "H", "H", "O", "C", "O", "C", "C", "C", "H", "H", "H", "H", "H", "H", "O", "C", "O", "C", "C", "C", "H", "H", "H", "H", "H", "H", "O", "C", "O", "C", "C", "C", "H", "H", "H", "H", "H", "H", "O", "C", "O", "C", "C", "C", "H", "H", "H", "H", "H", "H"],
  "coordinates": [[3.848581, -1.922793, 6.408183], [3.207544, -0.435326, 6.206032], [3.261433, -0.169302, 4.777327], [2.029359, 0.328375, 4.264169], [1.007122, -1.257867, 4.157567], [-0.687004, -0.947847, 4.837651], [-1.689892, -0.976785, 3.560823], [-1.541927, -1.975064, 2.796752], [-2.619819, 0.057861, 3.293393], [-3.087956, -0.068801, 1.896850], [-4.165403, 1.088440, 1.517457], [-3.645459, 2.097437, 0.375181], [-5.408391, 0.462631, 1.026207], [-6.327260, 0.338835, 2.108127], [-6.285385, -0.672922, 2.861184], [-7.475844, 1.435251, 2.409481], [-8.460833, 0.879708, 3.892546], [1.472193, 1.408855, 5.104811], [0.534574, 2.136848, 4.286832], [1.354634, 2.471190, 3.041118], [0.416837, 2.990116, 1.993456], [0.282497, 4.586536, 1.912941], [0.498516, 5.381027, 3.291255], [-0.920406, 5.834299, 3.883506], [-1.350829, 7.581985, 3.310867], [-3.153281, 7.689581, 3.721775], [-4.273053, 8.123420, 2.956746], [-5.316911, 7.904938, 3.837306], [-4.839638, 7.360956, 5.079176], [-3.425650, 7.213532, 5.024826], [2.080723, 1.170282, 2.854663], [3.652413, 1.486781, 2.709825], [4.043534, 2.476231, 1.519613], [5.184466, 3.027397, 1.594350], [3.189786, 2.842532, 0.370196], [3.678242, 2.170050, -0.903088], [3.412639, 4.325562, 0.171035], [1.628108, -0.010105, 1.443428], [2.698439, -1.121641, 1.217250], [3.917658, -2.505582, 5.431767], [3.199232, -2.557327, 7.123358], [4.887195, -1.888323, 6.873300], [3.901725, 0.262469, 6.809564], [2.161318, -0.493070, 6.649103], [-1.052805, -1.796732, 5.529950], [-0.798459, 0.014382, 5.442443], [-3.661300, -1.061422, 1.757840], [-2.213368, -0.020650, 1.148212], [-4.390995, 1.658453, 2.480442], [-4.501428, 2.338028, -0.361235], [-2.777085, 1.657392, -0.242137], [-3.241626, 3.047135, 0.884953], [-8.169913, 1.492327, 1.489587], [-6.939068, 2.442928, 2.575447], [-8.044265, 1.701437, 4.954410], [-0.483006, 1.645147, 4.135093], [0.268751, 3.025831, 4.977315], [2.118607, 3.090912, 3.395027], [-0.648812, 2.583472, 2.184568], [0.668923, 2.637484, 0.923160], [-0.804982, 4.800136, 1.582738], [0.939180, 5.080165, 1.116383], [1.077819, 4.826147, 4.099681], [1.109194, 6.323427, 3.040802], [-0.961069, 5.852573, 5.021850], [-1.784169, 5.166477, 3.504687], [-5.409684, 7.036708, 6.002883], [4.001379, 2.003913, 3.683706], [4.233064, 0.506600, 2.517360], [3.869428, 1.053215, -0.691419], [2.787845, 2.189324, -1.637034], [4.613008, 2.667554, -1.330422], [4.399989, 4.576859, -0.337633], [2.526175, 4.804333, -0.395483], [3.415633, 4.840219, 1.204255], [1.660881, 0.789785, 0.231709], [0.283353, -0.528282, 1.511577], [-2.245969, -0.386020, -0.766348], [-2.899703, -1.130168, -1.461456], [-3.019402, -2.461048, -1.239421], [-3.770484, -3.055916, -2.307943], [-4.566128, -1.924748, -2.911211], [-3.650156, -0.737483, -2.704844], [-3.070535, -3.498699, -3.021410], [-4.414356, -3.841803, -1.911281], [-4.835207, -2.096546, -3.954007], [-5.490970, -1.777640, -2.344351], [-2.940377, -0.621918, -3.527776], [-4.213313, 0.183066, -2.549450], [-4.516488, -4.463092, -5.032970], [-3.663036, -5.253795, -5.351565], [-3.333180, -6.350420, -4.619301], [-2.212687, -7.006770, -5.225316], [-2.221760, -6.557745, -6.667607], [-2.785416, -5.156512, -6.569340], [-1.303118, -6.700514, -4.699821], [-2.326622, -8.088081, -5.132903], [-1.238966, -6.603291, -7.139176], [-2.903266, -7.187358, -7.247984], [-2.003521, -4.415090, -6.387709], [-3.366772, -4.895396, -7.453261], [-2.067301, -4.236695, -10.117907], [-2.120355, -3.073608, -9.813467], [-1.566264, -2.552178, -8.680918], [-1.914309, -1.165586, -8.580551], [-2.252966, -0.735376, -9.988143], [-2.835896, -1.997794, -10.584515], [-2.765557, -1.068430, -7.899819], [-1.070855, -0.604381, -8.174324], [-2.929035, 0.120343, -10.025671], [-1.337391, -0.465388, -10.523749], [-3.909047, -2.078816, -10.396235], [-2.624546, -2.073066, -11.650829], [5.829383, -5.710308, 6.035100], [6.428941, -4.900219, 5.379288], [6.128369, -3.571446, 5.350461], [6.963896, -2.917176, 4.388496], [8.164546, -3.820146, 4.224125], [7.572152, -5.195705, 4.447157], [6.399784, -2.801643, 3.457809], [7.243729, -1.928477, 4.757296], [8.659352, -3.706711, 3.258123], [8.899443, -3.605970, 5.006501], [7.176712, -5.623755, 3.523043], [8.290091, -5.872883, 4.909033], [1.624391, 1.452025, -4.007716], [2.578561, 0.831605, -4.405411], [3.488741, 1.315680, -5.291455], [4.422859, 0.282229, -5.626966], [4.357163, -0.700058, -4.481271], [2.913296, -0.589483, -4.039279], [4.119741, -0.166446, -6.577461], [5.419669, 0.711208, -5.741111], [4.653711, -1.711395, -4.763704], [5.015267, -0.369728, -3.671117], [2.262638, -1.264614, -4.600100], [2.807504, -0.754267, -2.966885]],
  "forces_ev_per_a": [[-0.3830, -0.1811, 0.4446], [1.3237, -2.4598, 1.8458], [-1.9124, 2.1985, -0.6535], [-0.7499, 0.5478, 0.9822], [-0.4788, 0.4085, 0.7470], [-2.2562, 0.9898, -0.2038], [0.3103, -2.8249, -2.0547], [-0.7856, 4.0689, 2.7217], [2.1258, -1.7112, -0.0609], [-1.2908, -0.1226, -1.5395], [1.0572, 0.1897, 0.1888], [0.3119, -0.1226, 0.0468], [-0.6779, 0.9828, 1.9402], [-0.3938, -3.6744, 2.8277], [0.4264, 3.9114, -3.4173], [1.3397, 0.2214, -0.7341], [0.2895, 0.9741, 0.1337], [-0.7773, -0.8259, -1.5339], [-0.1446, 0.6479, 3.5887], [-0.9681, -1.1144, 1.6143], [-1.8055, 1.0981, -2.6328], [-0.3035, 0.6213, 0.2328], [-0.5701, 0.9193, -0.3843], [-0.8589, -0.4142, 0.5121], [-1.4218, -0.4495, 0.1401], [-0.8889, 0.0062, -0.8668], [3.6488, -2.4851, 4.9541], [1.4148, -1.7839, 4.4182], [0.1625, 1.5762, -4.3345], [-2.9736, 1.4268, -2.6938], [3.2106, -2.0458, -0.3624], [-0.1872, 0.4130, -1.0316], [4.2026, 1.8347, -0.1666], [-4.1399, -2.3068, 0.3326], [1.2951, 0.4735, 0.3537], [-0.9655, -1.3486, -0.2667], [-0.7513, 1.4016, 0.5999], [2.0046, -2.6823, -2.5809], [-2.2836, 2.7943, 1.3484], [-0.1652, 1.0185, 1.2814], [0.9467, 1.1168, -1.1282], [-1.3829, 0.0855, -0.7543], [-1.4752, -0.5738, -1.3222], [1.2799, 0.5799, -0.9576], [0.9940, 1.1682, -1.2490], [0.4199, -1.2942, -0.7897], [1.1940, 1.5238, 0.3326], [-1.3671, -0.2243, 1.6670], [0.2067, -0.5974, -1.2420], [1.3480, -0.1916, 1.4116], [-1.5314, 0.5234, 1.0577], [-0.8236, -1.2185, -0.8304], [1.1188, 0.0506, 1.5446], [-1.0945, -1.4779, -0.3601], [-0.0425, -0.5832, -1.5133], [1.6973, 0.1119, -0.7664], [0.6546, -0.9108, -1.6648], [-0.9895, 0.2190, -0.7389], [1.9076, 0.3666, 0.1412], [0.1334, 0.3721, 2.0354], [1.7873, -0.4338, 0.4039], [-0.7533, -1.2208, 1.1439], [-0.7060, 0.6695, -1.0862], [-0.8351, -1.4113, 0.5410], [0.2345, -0.1305, -1.5224], [1.4989, 0.8578, 0.6425], [0.8999, 0.5862, -1.5401], [-0.3539, -1.0035, -1.5638], [-0.9979, 1.5641, 0.5520], [-0.1057, 1.6799, -0.2810], [1.5991, 0.1932, 0.8956], [-1.2694, -0.6861, 0.6531], [-1.3270, -0.4124, 0.6453], [1.4877, -1.0617, 0.5686], [0.0723, -0.7576, -1.5995], [-0.4135, -0.0964, 1.1268], [0.6034, 0.7513, 0.2972], [0.0667, -0.7421, -0.3959], [0.3910, -0.0173, -0.0024], [0.3166, 1.0095, 0.3149], [-0.3398, -0.6486, -0.3748], [-0.5304, 0.0981, -0.4341], [-0.4907, -0.0600, 0.0188], [-0.0387, 0.0410, 0.0977], [0.2766, 0.0465, 0.0973], [0.0643, -0.1407, 0.1432], [0.0925, -0.0437, -0.0464], [0.0343, 0.1311, 0.0982], [0.3608, 0.1031, -0.0368], [0.2958, -0.6085, 0.2531], [-0.3356, 0.6567, 0.1175], [-0.4005, 0.4852, -0.0409], [0.3803, -0.4627, 0.0087], [0.2881, -0.1954, -0.5549], [-0.0027, -0.3897, -0.3120], [-0.0684, 0.0044, 0.0067], [-0.1150, 0.1665, 0.2125], [-0.0854, -0.0329, 0.0763], [0.1024, 0.0455, 0.0601], [-0.1287, 0.0898, -0.0816], [0.0963, 0.3042, 0.1883], [0.3057, 0.6026, 0.6488], [-0.3201, -0.9906, -0.3890], [-0.0071, -0.3609, -0.2805], [0.0568, 0.4300, 0.3511], [-0.0708, 0.5872, -0.3227], [0.2202, 0.4525, -0.1469], [0.0325, -0.0359, -0.0304], [-0.0260, -0.2547, 0.0829], [0.0881, -0.0544, 0.0813], [-0.0895, 0.0053, 0.0831], [0.0434, -0.1210, -0.1059], [-0.2482, -0.2779, 0.1057], [0.1207, 0.9045, -0.1683], [-0.5276, -1.1041, 0.3168], [0.1020, -0.3676, 0.1419], [0.0675, 0.4570, -0.2205], [0.6067, 0.0485, -0.2584], [0.4774, 0.2670, -0.0064], [0.0001, -0.0202, 0.0443], [-0.2309, -0.0861, 0.0820], [-0.0740, 0.0692, 0.0802], [-0.0720, 0.0171, -0.0980], [-0.0024, -0.1125, 0.1176], [-0.3114, -0.1882, -0.1069], [0.7142, 0.1090, -0.2951], [-0.8637, 0.2126, 0.0927], [-0.4535, 0.1140, 0.4216], [0.4754, -0.1411, -0.3564], [0.3457, -0.5062, 0.2175], [0.4775, -0.1430, 0.1867], [-0.0073, 0.0516, 0.0544], [-0.2272, 0.1627, -0.0708], [0.0195, 0.1276, -0.0300], [-0.0238, -0.0438, -0.1019], [-0.0851, 0.0618, 0.1271], [-0.3487, -0.0168, -0.1480]],
  "lumo_energy_ev": -2.55,
  "charge": 1,
  "spin_multiplicity": 1
}

{
  "formula": "CH4I2N3",
  "method": "ωB97M-V/def2-TZVPD",
  "species": ["C", "N", "N", "N", "I", "I", "H", "H", "H", "H"],
  "coordinates": [[-0.062615, 0.006656, 0.214390], [-0.513189, 0.235838, 1.392981], [0.926355, -0.743039, -0.155094], [-0.728105, 1.032039, -1.231339], [1.965249, -1.936359, 1.240831], [0.075562, 0.486545, -3.036276], [-0.066647, -0.096029, 2.188131], [-1.384104, 0.582097, 1.717076], [1.554378, -0.421874, -0.941063], [-1.766885, 0.854126, -1.389637]],
  "forces_ev_per_a": [[-1.5219, 2.1921, -4.7135], [-0.8230, 0.1252, -0.0408], [1.7295, -0.0508, 0.4353], [0.0978, -1.5873, 2.5616], [-0.3624, 0.4823, -0.5742], [0.0849, -0.0982, 0.2484], [1.7600, -1.1013, 1.4580], [-1.1611, 0.8084, -0.9945], [-1.3211, -0.5420, 0.6805], [1.5174, -0.2284, 0.9392]],
  "lumo_energy_ev": -5.71,
  "charge": 1,
  "spin_multiplicity": 1
}

- Which formula does entry 3 have?
  CH4I2N3